Record 1
{"formula": "C9H14O", "method": "wB97M-V/def2-TZVPD", "symbols": ["C", "C", "C", "C", "C", "C", "C", "O", "H", "H", "H", "H", "H", "H", "H", "H", "C", "C", "H", "H", "H", "H", "H", "H"], "coordinates": [[0.829, -3.019, -1.308], [0.440, -0.658, -0.659], [-0.040, -1.779, -1.365], [-0.330, 0.474, -0.486], [-1.249, -1.622, -2.012], [-1.503, 0.606, -1.256], [-1.888, -0.396, -2.111], [-1.988, 1.893, -1.178], [1.403, -0.661, -0.175], [0.015, 1.379, -0.046], [1.494, -3.178, -0.451], [1.479, -2.931, -2.162], [-1.722, -2.546, -2.314], [-2.790, -0.302, -2.704], [-2.794, 1.979, -1.697], [0.271, -3.917, -1.603], [0.779, 1.310, 2.189], [1.317, 2.354, 3.206], [1.308, 1.365, 1.237], [1.006, 0.290, 2.495], [-0.270, 1.576, 2.021], [2.315, 2.671, 2.948], [0.739, 3.258, 3.258], [1.179, 1.855, 4.175]], "atomic_forces_ev_per_a": [[-0.627, -0.298, -1.382], [-0.468, 0.402, 0.404], [0.781, 0.748, 1.581], [-0.439, -0.642, -2.006], [0.605, -1.309, 0.251], [1.607, 1.049, 0.307], [-1.208, 0.083, 0.617], [-0.718, -0.420, -0.353], [0.254, -0.306, 0.094], [0.106, 0.093, 0.330], [-0.687, 0.211, 0.078], [0.744, 0.099, -0.423], [-0.144, 0.141, -0.803], [-0.049, 0.004, -0.041], [-0.045, -0.009, -0.024], [-0.070, -0.001, 0.677], [0.617, 1.288, -0.018], [-0.469, -1.307, -0.045], [-0.033, 0.443, 0.097], [-0.668, -0.008, 0.345], [0.130, -0.910, -0.003], [0.550, -0.248, 0.493], [-0.533, 0.350, -0.260], [0.764, 0.548, 0.085]], "max_force_ev_per_a": 2.2, "energy_ha": -426.530614, "gap_ev": 9.2, "de_lowest_kcal_mol": 26.5, "smiles": "Cc1ccc(O)cc1.CC"}

=====

Record 2
{"formula": "C5H7FI2", "method": "wB97M-V/def2-TZVPD", "symbols": ["C", "C", "C", "C", "C", "F", "I", "I", "H", "H", "H", "H", "H", "H", "H"], "coordinates": [[1.108, 1.231, -0.285], [1.472, 0.825, 1.106], [0.596, -0.070, 0.265], [-0.835, -0.224, 0.557], [-1.520, -1.277, -1.142], [-0.528, -2.094, -1.486], [-1.321, -1.497, 2.189], [-1.953, 0.186, -2.620], [0.402, 2.039, -0.406], [1.862, 1.195, -1.055], [2.476, 0.481, 1.300], [1.022, 1.349, 1.934], [1.071, -0.979, -0.088], [-1.451, 0.663, 0.566], [-2.402, -1.828, -0.835]], "atomic_forces_ev_per_a": [[0.044, 0.116, -0.138], [0.011, -0.046, 0.084], [0.229, -0.085, 0.205], [-1.262, -2.301, -2.998], [0.821, 2.383, 3.084], [0.262, -0.232, -0.226], [0.081, 0.188, -0.146], [0.054, -0.236, 0.091], [-0.101, 0.018, 0.021], [0.071, -0.056, -0.043], [0.058, -0.025, -0.028], [-0.130, 0.073, 0.036], [-0.013, 0.079, 0.001], [-0.053, 0.116, 0.094], [-0.071, 0.007, -0.035]], "max_force_ev_per_a": 4.0, "energy_ha": -889.869148, "gap_ev": 9.1, "de_lowest_kcal_mol": 0.0}

=====

Record 3
{"formula": "C11H15N4", "method": "wB97M-V/def2-TZVPD", "symbols": ["C", "C", "C", "C", "C", "C", "C", "C", "C", "C", "C", "N", "N", "N", "N", "H", "H", "H", "H", "H", "H", "H", "H", "H", "H", "H", "H", "H", "H", "H"], "coordinates": [[-4.541, -1.036, 0.005], [-3.505, -1.989, 0.009], [-4.254, 0.322, -0.008], [-2.158, -1.566, 0.045], [-2.901, 0.733, -0.025], [-1.865, -0.197, -0.005], [-2.603, 2.158, -0.079], [-0.488, 0.433, 0.006], [0.899, 2.488, 0.158], [2.632, -0.423, 1.156], [2.558, -0.630, -1.227], [-1.384, 2.641, 0.002], [-0.334, 1.745, 0.132], [1.872, -0.093, -0.089], [0.524, -0.439, -0.112], [-5.459, -1.604, 0.065], [-3.842, -2.992, 0.031], [-4.890, 1.150, -0.332], [-1.424, -2.458, 0.046], [-3.308, 2.998, -0.174], [1.672, 1.981, -0.489], [0.598, 3.412, -0.182], [1.252, 2.484, 1.251], [2.170, 0.316, 1.898], [2.565, -1.508, 1.311], [3.620, -0.067, 1.193], [2.208, -0.261, -2.154], [3.464, -0.190, -1.087], [2.568, -1.727, -1.104], [0.378, -1.458, -0.246]], "atomic_forces_ev_per_a": [[0.700, -0.776, 0.266], [1.239, 2.609, 0.485], [0.554, 0.200, -1.351], [-0.112, -2.582, -0.491], [-1.099, 0.280, 0.036], [1.385, 1.204, 0.385], [2.212, 0.831, 0.145], [-0.816, -2.036, -0.034], [2.600, -2.386, 1.515], [-3.556, 1.277, 0.601], [-1.513, -1.231, 0.923], [-1.922, -1.217, 0.188], [-1.466, -0.678, -0.848], [0.580, 0.878, 0.146], [0.826, -0.701, 0.623], [-0.861, 1.233, -0.277], [0.398, -1.010, -0.007], [-0.705, -0.632, 0.862], [-0.821, 2.010, 0.070], [-0.172, -0.946, 0.029], [-0.991, 1.001, 0.882], [-0.028, 2.189, -0.455], [-0.230, 0.363, -1.674], [0.221, -1.929, -0.166], [0.050, 0.309, 0.753], [1.445, 0.165, -0.973], [-0.843, -0.008, -0.999], [3.187, 0.445, -0.131], [0.353, 0.094, -0.778], [-0.613, 1.048, 0.273]], "max_force_ev_per_a": 3.8, "energy_ha": -646.843283, "gap_ev": 8.9, "charge": 1, "de_lowest_kcal_mol": 40.8, "smiles": "CN(C)/[NH+]=c1/c2ccccc2cnn1C"}

=====

Record 4
{"formula": "C31H21BrF4NO2PSV", "method": "wB97M-V/def2-TZVPD", "symbols": ["V", "C", "C", "O", "C", "C", "C", "C", "C", "C", "O", "H", "H", "H", "H", "H", "H", "H", "F", "C", "C", "F", "C", "F", "C", "P", "C", "C", "C", "C", "C", "C", "C", "C", "C", "C", "C", "C", "C", "Br", "C", "F", "H", "H", "H", "H", "H", "H", "H", "H", "H", "H", "S", "C", "C", "C", "C", "C", "N", "H", "H", "H", "H"], "coordinates": [[1.274, 0.544, 1.068], [1.434, -2.409, -2.121], [1.650, -1.852, -0.735], [1.399, -0.637, -0.602], [2.126, -2.702, 0.327], [2.508, -4.033, 0.019], [2.996, -4.891, 0.961], [3.115, -4.437, 2.291], [2.754, -3.168, 2.636], [2.242, -2.241, 1.680], [1.906, -1.074, 2.094], [0.917, -1.656, -2.711], [0.845, -3.324, -2.098], [2.392, -2.640, -2.592], [2.419, -4.379, -1.001], [3.284, -5.898, 0.696], [3.496, -5.106, 3.052], [2.833, -2.814, 3.656], [6.606, 3.932, -2.345], [5.387, 3.633, -1.909], [4.276, 4.174, -2.524], [4.424, 5.003, -3.554], [3.013, 3.855, -2.053], [1.979, 4.433, -2.669], [2.810, 2.994, -0.986], [1.129, 2.555, -0.377], [0.207, 2.345, -1.934], [0.757, 1.566, -2.950], [0.037, 1.319, -4.107], [-1.246, 1.833, -4.252], [-1.800, 2.599, -3.238], [-1.076, 2.858, -2.082], [0.530, 4.096, 0.377], [-0.544, 3.936, 1.256], [-1.090, 5.038, 1.899], [-0.558, 6.302, 1.684], [0.514, 6.463, 0.817], [1.052, 5.367, 0.159], [3.951, 2.455, -0.390], [3.857, 1.223, 1.051], [5.219, 2.773, -0.835], [6.306, 2.261, -0.259], [1.749, 1.145, -2.834], [0.475, 0.721, -4.896], [-1.810, 1.635, -5.154], [-2.799, 3.001, -3.345], [-1.515, 3.464, -1.300], [-0.958, 2.947, 1.423], [-1.924, 4.901, 2.575], [-0.976, 7.161, 2.192], [0.933, 7.447, 0.647], [1.890, 5.519, -0.513], [-1.089, 0.253, 1.653], [-0.417, 0.964, 3.087], [-1.082, 1.096, 4.316], [-0.436, 1.702, 5.368], [0.869, 2.173, 5.207], [1.466, 2.005, 3.979], [0.844, 1.428, 2.947], [-2.089, 0.715, 4.409], [-0.939, 1.811, 6.321], [1.404, 2.651, 6.015], [2.478, 2.346, 3.793]], "atomic_forces_ev_per_a": [[0.089, -0.339, 0.043], [0.023, -0.002, -0.017], [-0.013, 0.003, 0.034], [0.069, -0.054, -0.110], [0.016, 0.028, -0.007], [-0.015, 0.018, -0.008], [0.007, -0.002, 0.025], [0.005, -0.006, -0.011], [0.000, -0.008, 0.012], [-0.071, -0.043, -0.007], [0.157, 0.023, -0.055], [0.010, 0.003, -0.006], [-0.012, 0.005, -0.002], [-0.004, -0.006, 0.002], [0.004, -0.002, -0.004], [0.000, 0.003, 0.000], [0.000, -0.002, -0.003], [-0.001, 0.000, -0.002], [-0.097, -0.025, 0.038], [0.091, -0.001, -0.009], [-0.011, 0.070, -0.088], [-0.001, -0.048, 0.067], [-0.051, 0.080, -0.099], [0.080, -0.006, -0.001], [0.011, 0.006, 0.043], [-0.012, 0.085, -0.088], [-0.055, 0.062, 0.008], [-0.021, -0.044, 0.017], [0.002, -0.007, 0.006], [0.007, 0.015, 0.007], [0.017, -0.003, 0.005], [0.015, -0.019, -0.017], [-0.151, -0.051, -0.008], [-0.038, 0.081, -0.026], [0.017, -0.009, -0.003], [0.000, -0.024, -0.013], [-0.003, -0.004, -0.004], [0.138, 0.061, -0.007], [0.062, -0.042, 0.018], [0.153, 0.039, -0.064], [0.060, -0.005, -0.003], [-0.037, 0.006, -0.017], [-0.001, -0.016, 0.003], [-0.001, 0.001, 0.004], [0.000, 0.001, 0.003], [-0.001, 0.000, 0.000], [-0.004, 0.005, 0.018], [0.014, 0.007, 0.013], [0.003, 0.010, -0.003], [0.000, -0.005, 0.004], [-0.003, -0.001, 0.001], [-0.100, -0.019, 0.085], [-0.170, 0.033, 0.066], [-0.083, 0.111, 0.034], [-0.026, -0.011, -0.010], [-0.006, -0.002, 0.004], [0.007, 0.014, 0.000], [-0.009, 0.025, -0.025], [-0.070, 0.022, 0.154], [0.004, -0.002, 0.001], [0.002, 0.001, -0.002], [-0.003, -0.001, -0.001], [0.008, -0.009, 0.005]], "max_force_ev_per_a": 0.4, "energy_ha": -6056.263050, "gap_ev": [6.9, 7.5], "s_squared": 3.762, "de_lowest_kcal_mol": 0.0, "spin_multiplicity": 4}